Record 1
{
  "formula": "C6H17NSi",
  "method": "wB97M-V/def2-TZVPD",
  "smiles": "[H]/N=[Si](/C)C(C)C.CC",
  "lumo_ev": 0.5,
  "relative_energy_kcal_mol": 45.99,
  "total_energy_ha": -582.97567,
  "e_homo_ev": -9.0,
  "elements": ["C", "C", "H", "H", "C", "N", "C", "H", "Si", "H", "H", "H", "C", "H", "H", "H", "H", "H", "C", "H", "H", "H", "H", "H", "H"],
  "positions_angstrom": [[-0.3184, -2.2871, 2.3002], [-0.4470, 1.2912, -1.8071], [-1.3733, 0.2420, -0.1932], [1.8560, -0.7969, 0.0468], [-1.5964, 1.0485, -0.8697], [2.0180, 0.2728, 0.1102], [-0.4818, -2.9345, 3.6863], [-0.4241, 2.3497, -2.1867], [1.1185, 1.3271, -0.7408], [0.4902, -3.0912, 4.1073], [0.9247, 3.5848, -0.8593], [-1.0322, -2.3640, 4.4284], [1.8406, 2.9715, -1.0810], [-1.2875, -2.4994, 1.8029], [-0.3935, -0.9226, -2.3680], [-0.1246, -1.2209, 2.2033], [0.4629, 0.1345, -3.3749], [-1.6045, 1.9848, -0.3362], [-0.4447, 0.1536, -2.8124], [-0.8809, -3.8792, 3.4040], [2.6962, 3.1684, -0.4506], [2.2024, 3.2351, -2.0456], [-2.4831, 0.8338, -1.3166], [0.4802, -2.8865, 1.9162], [-1.1978, 0.2843, -3.5638]],
  "atomic_forces_ev_per_a": [[-1.45, -0.21, 0.52], [0.67, -0.79, 0.43], [0.09, -0.36, 0.43], [0.01, 2.53, 0.44], [2.31, 1.50, 1.53], [-0.96, -1.83, -0.93], [0.60, 1.34, -0.34], [-0.43, -1.20, -0.37], [1.39, -1.31, -0.72], [0.63, -0.21, 0.40], [1.15, 0.32, -0.04], [-0.53, -0.20, -0.15], [-0.81, 0.62, 1.38], [0.77, 0.22, -0.34], [-0.78, 2.00, -0.34], [0.27, -0.05, 0.34], [0.90, 0.22, -0.66], [-1.03, 0.19, 0.94], [1.40, -1.33, 0.08], [-0.67, -0.93, 0.72], [-0.14, 0.30, 0.66], [-0.21, -0.24, -1.19], [-2.70, -0.31, -1.48], [0.39, 0.04, -1.17], [-0.88, -0.32, -0.13]]
}

---

Record 2
{
  "formula": "C23H34N2O3",
  "method": "wB97M-V/def2-TZVPD",
  "smiles": "CC[C@]1(C)C[C@H](C(=O)N2CC3(C[C@H](C(=O)N4[C@H]5CC=C[C@H]4CCC5)CO3)C2)C1",
  "lumo_ev": 0.6,
  "relative_energy_kcal_mol": 97.64,
  "total_energy_ha": -1231.94637,
  "e_homo_ev": -9.1,
  "elements": ["C", "H", "H", "H", "H", "H", "C", "C", "H", "H", "O", "C", "C", "C", "H", "C", "H", "H", "H", "C", "C", "H", "H", "H", "H", "H", "C", "H", "O", "H", "N", "C", "H", "H", "C", "C", "C", "H", "C", "O", "H", "N", "C", "H", "H", "C", "C", "H", "H", "H", "H", "H", "C", "H", "H", "H", "C", "C", "H", "C", "C", "H"],
  "positions_angstrom": [[-0.8912, 2.9371, 0.2983], [-3.0975, 3.5313, -3.4491], [-2.5898, -6.0264, 2.9184], [-0.3887, -1.2073, 1.7144], [-2.9395, -3.0094, 3.7445], [0.3066, 0.1082, -0.3003], [1.1045, -0.6232, -0.4319], [-0.1330, 4.8256, -2.9087], [3.6509, -1.6967, -0.2028], [-1.4217, 5.0540, -4.5407], [2.6840, -0.7158, -2.3908], [-0.2241, -3.4008, 1.6162], [-1.6088, 2.9201, -1.9591], [-2.1094, -5.7663, 3.8633], [0.7052, -1.5290, -0.8931], [-2.0526, 3.2195, -3.3858], [-2.9947, 2.5601, -0.3213], [-0.3917, -4.7698, 4.6389], [-1.6779, 3.9438, -1.6097], [2.3219, 0.2007, -3.4341], [-1.9897, 2.2782, -0.6383], [-0.1100, -5.5398, 3.1049], [0.7801, -2.8174, 4.0243], [-0.1581, 2.1746, 0.5648], [3.2053, 0.3762, -4.0506], [-3.0045, -3.8283, 2.1790], [3.1958, -0.7334, 0.0379], [0.6223, -4.0858, 1.5483], [2.6209, -2.1510, 2.4761], [0.3874, 5.7520, -3.1235], [-0.1718, 2.6586, -2.0820], [2.4973, 1.3564, -1.3640], [-0.7095, 5.0766, -0.2403], [-2.8414, -5.2373, 4.4738], [0.4076, 3.9341, -1.7718], [-0.8409, -4.9432, 3.6560], [0.3302, 1.5442, -2.6395], [1.4970, 3.9262, -1.8077], [0.2536, -2.0025, 2.0934], [-0.3919, 0.6170, -2.9855], [-2.4701, -2.1523, 2.2800], [1.9284, -0.8747, 0.7568], [1.8535, 1.4881, -2.7525], [0.7547, 4.3479, 0.3663], [-1.8693, -6.7000, 4.3737], [2.4032, -0.1422, -1.1400], [1.7032, -1.6943, 1.8163], [-0.8079, -3.4459, 0.6952], [1.9985, 1.9291, -0.5819], [3.5483, 1.6518, -1.4003], [-1.8962, 2.3955, -4.0825], [1.5286, -0.2354, -4.0388], [-2.4339, -3.1213, 2.7829], [-0.6009, -1.6940, 4.1631], [-1.9100, 1.1913, -0.6321], [-1.3446, 3.2582, 1.2377], [-1.1527, 4.4360, -3.6913], [-0.9894, -3.5750, 2.9593], [3.9296, -0.0855, 0.5172], [-0.1095, -2.4311, 3.5259], [-0.1005, 4.1716, -0.2884], [2.2048, 2.3711, -3.2884]],
  "atomic_forces_ev_per_a": [[0.01, 0.00, 0.00], [0.00, 0.00, -0.01], [0.00, 0.00, 0.00], [0.00, 0.00, 0.00], [0.00, 0.00, 0.00], [-0.01, 0.00, 0.00], [0.00, -0.01, 0.00], [0.00, -0.01, 0.01], [0.01, 0.01, 0.00], [0.00, 0.00, 0.00], [0.00, -0.01, 0.00], [0.00, 0.00, -0.01], [0.00, 0.00, -0.01], [0.02, -0.06, -0.13], [0.00, 0.00, 0.00], [-0.01, 0.00, 0.00], [-0.01, 0.00, -0.02], [0.00, 0.00, 0.00], [0.00, 0.00, 0.00], [0.00, 0.00, -0.01], [0.01, 0.00, -0.01], [0.00, 0.00, 0.00], [0.00, 0.00, 0.00], [0.00, 0.00, -0.01], [0.00, 0.00, 0.01], [0.00, 0.00, 0.00], [-0.01, -0.03, 0.00], [0.00, 0.00, 0.00], [0.00, 0.01, 0.00], [0.00, 0.00, 0.00], [-0.01, 0.00, 0.02], [-0.01, 0.00, 0.00], [0.00, 0.00, -0.01], [0.00, 0.00, 0.00], [0.01, 0.01, -0.02], [-0.03, 0.11, 0.23], [0.00, 0.00, -0.01], [0.00, -0.01, 0.01], [0.00, 0.00, 0.02], [0.00, 0.00, 0.01], [0.00, 0.00, 0.00], [0.01, 0.00, -0.02], [0.02, -0.02, 0.00], [0.00, 0.00, 0.00], [0.00, 0.00, 0.00], [-0.02, 0.03, 0.01], [0.00, 0.00, 0.01], [0.00, 0.00, 0.00], [0.00, 0.00, 0.00], [0.00, 0.00, 0.00], [0.00, 0.00, 0.00], [0.00, 0.00, 0.00], [0.00, 0.06, 0.12], [0.00, 0.00, 0.00], [0.00, 0.00, 0.02], [0.00, -0.01, 0.00], [-0.01, 0.01, 0.00], [0.01, -0.12, -0.23], [0.00, 0.01, 0.00], [0.00, 0.00, -0.01], [-0.01, 0.00, 0.02], [0.00, 0.00, 0.00]]
}

---

Record 3
{
  "formula": "C3H5NOS2",
  "method": "wB97M-V/def2-TZVPD",
  "smiles": "S=COC/C=N\\S",
  "lumo_ev": 0.1,
  "relative_energy_kcal_mol": 83.01,
  "total_energy_ha": -1043.55694,
  "e_homo_ev": -9.2,
  "elements": ["C", "H", "H", "H", "O", "H", "C", "S", "N", "C", "S", "H"],
  "positions_angstrom": [[0.0310, 0.3320, -0.4731], [0.1245, -0.5758, -0.9928], [0.4590, 1.0019, -1.2952], [3.5063, -1.4567, 0.1111], [-1.2371, 0.8623, -0.5284], [0.0677, 1.2182, 1.4908], [-2.2117, 0.1276, -0.0425], [2.4588, -0.9119, -0.4163], [1.7159, -0.1341, 1.1055], [0.5038, 0.2795, 0.8370], [-2.3872, -1.4603, 0.1223], [-3.0310, 0.7174, 0.0817]],
  "atomic_forces_ev_per_a": [[-0.35, 1.26, -4.90], [-0.43, -1.87, -0.40], [1.00, -0.35, 1.78], [0.97, -0.38, 1.03], [-1.75, 0.46, 0.57], [0.88, -3.00, -0.74], [0.24, -1.43, -0.94], [-1.84, 1.24, 0.92], [-1.05, -0.72, -1.55], [3.99, 3.38, 3.39], [0.67, -0.43, 0.31], [-2.33, 1.86, 0.54]]
}